Entry 1:
The following is a DFT calculation (ωB97M-V with the def2-TZVPD basis set) of C34H48CaF3N13P2S as an isolated structure in a non-equilibrium geometry.

Computed properties:
M = 829.94 g mol⁻¹
multiplicity = 1
gap between HOMO and LUMO = 6.0 eV
relative energy (zero: lowest compared OMol25 entry of this formula, charge and spin) = 84.22 kJ/mol
total energy = -4094.50422 Eh
HOMO = -1.981 eV
net charge = -2

Geometry as XYZ:
```
102
C34H48CaF3N13P2S | the OMol25 dataset | ωB97M-V with the def2-TZVPD basis set
Ca -0.11118 1.48038 0.41261
C -0.48187 2.75779 -5.09138
C -0.33282 2.88214 -3.56926
C 1.05302 3.44250 -3.22629
P -0.76404 1.43709 -2.46691
C -2.25700 0.74418 -3.34902
C -2.76012 -0.49824 -2.60382
C -3.38786 1.76200 -3.50483
C 0.38796 0.05116 -2.83809
C 0.83104 -0.18877 -4.14214
C 1.56741 -1.30009 -4.51863
C 2.00496 -1.51995 -5.95082
C 1.81971 -2.24053 -3.51873
C 1.38206 -2.05514 -2.22322
C 0.68428 -0.88594 -1.80410
N 0.34397 -0.66330 -0.47883
C 0.28497 -1.79069 0.35837
C -0.55382 -2.87069 0.03177
C -0.61486 -4.01516 0.80443
C 0.16760 -4.14675 1.95094
C 0.15893 -5.40909 2.78127
C 0.97888 -3.07671 2.29541
C 1.04397 -1.89307 1.55412
P 2.10173 -0.43355 1.94483
C 2.41553 -0.35549 3.82627
C 1.56132 -1.23054 4.75286
C 3.87586 -0.43572 4.27387
C 3.77610 -1.02599 1.30989
C 3.98560 -0.66880 -0.16466
C 4.06445 -2.51508 1.50287
H -0.64977 3.75467 -5.51236
H -1.31187 2.12175 -5.40693
H 0.43564 2.37449 -5.54379
H -1.07086 3.61047 -3.22609
H 1.83086 2.68812 -3.35975
H 1.11009 3.77965 -2.19278
H 1.28394 4.29565 -3.87414
H -1.89951 0.43439 -4.33313
H -3.04889 -0.24478 -1.58044
H -1.98974 -1.27181 -2.55930
H -3.63699 -0.91528 -3.11204
H -4.24591 1.28917 -3.99670
H -3.09038 2.62452 -4.10836
H -3.71640 2.12812 -2.52993
H 0.55881 0.51828 -4.91675
H 2.07702 -0.57110 -6.49190
H 1.30156 -2.15802 -6.50018
H 2.98479 -2.00400 -5.99414
H 2.38426 -3.13981 -3.76164
H 1.59934 -2.81767 -1.48512
H -1.16687 -2.78070 -0.85863
H -1.28271 -4.82360 0.51440
H -0.51146 -6.15309 2.34759
H -0.17146 -5.21906 3.80745
H 1.15750 -5.85320 2.83901
H 1.61077 -3.18403 3.16865
H 2.10125 0.67375 4.00235
H 2.01711 -2.21509 4.90103
H 0.55335 -1.35313 4.36994
H 1.50059 -0.75483 5.73983
H 4.31980 -1.41229 4.06547
H 3.91795 -0.27885 5.35823
H 4.50135 0.33052 3.81022
H 4.49594 -0.45285 1.89058
H 3.36636 -1.29674 -0.80857
H 5.03432 -0.83968 -0.44079
H 3.73736 0.36557 -0.38553
H 3.39859 -3.11548 0.87852
H 3.94118 -2.85470 2.53507
H 5.09584 -2.72800 1.19718
F -7.33684 1.18307 0.85621
C -6.22240 1.60657 0.17709
F -6.50249 1.40613 -1.14132
F -6.15862 2.91906 0.36619
C -5.02376 0.81115 0.60836
C -5.29084 -0.45687 1.09076
C -4.26378 -1.30761 1.47080
C -2.98008 -0.82056 1.33432
N -2.68571 0.39041 0.85735
C -3.66791 1.26349 0.46655
S -3.16450 2.73434 -0.22634
H -6.31846 -0.78205 1.17862
H -4.45233 -2.30043 1.85745
H -2.13293 -1.44081 1.61119
N 1.37307 4.67824 1.52383
C 2.13365 3.92174 0.65261
N 3.33819 4.31071 0.27414
N 3.74297 3.34407 -0.58482
N 2.83237 2.44056 -0.70534
N 1.76340 2.77664 0.07618
C 0.25729 4.23561 2.21617
N -0.24214 4.93781 3.21405
N -1.31410 4.21614 3.62000
N -1.44518 3.15713 2.89684
N -0.43831 3.12277 1.96442
H 1.85901 5.44332 1.95346
N -1.95599 -0.19520 4.82540
N -1.15733 0.29045 3.70372
H -1.31976 -0.20620 5.61121
H -2.12348 -1.17372 4.62698
H -1.81173 0.32747 2.93304
H -1.03982 1.27728 3.89559
```

These are the Löwdin partial charges, in e, on atoms 1 to 2:
1. Ca 1.055
2. C -0.137



Entry 2:
The following is a DFT calculation (ωB97M-V with the def2-TZVPD basis set) of C34H49BeN4O5 as an isolated structure in a non-equilibrium geometry.

Computed properties:
M = 602.80 g mol⁻¹
multiplicity = 1
gap between HOMO and LUMO = 5.2 eV
relative energy (zero: lowest compared OMol25 entry of this formula, charge and spin) = 297.86 kJ/mol
total energy = -1934.48750 Eh
HOMO = -10.817 eV
net charge = +1

Geometry as XYZ:
```
93
C34H49BeN4O5 | the OMol25 dataset | ωB97M-V with the def2-TZVPD basis set
Be -3.61612 -1.07724 -0.84338
C -0.34287 1.08089 1.29570
C -0.18528 -0.01987 0.22379
O -1.32212 -0.84675 0.12295
H 0.56073 1.70011 1.24171
H -0.39259 0.83272 2.35114
H -1.12090 1.80105 1.02664
H 0.76134 -0.44799 0.57801
H 0.06650 0.55608 -0.67367
N -2.66967 -3.09361 -1.93883
C -1.59452 -3.67726 -1.40728
C -0.98618 -4.77783 -1.99440
C -1.44529 -5.32047 -3.17317
C -2.57815 -4.71960 -3.76081
C -3.15104 -3.68506 -3.06554
H -1.29343 -3.31100 -0.43453
H -0.16132 -5.32962 -1.56477
H -0.74860 -6.00346 -3.63913
H -2.94393 -4.93645 -4.75320
H -4.06336 -3.20753 -3.39876
N -4.13661 1.37215 -1.04522
C -5.30590 1.91640 -1.34716
C -5.36234 3.22840 -1.84409
C -4.19855 3.91826 -2.06448
C -2.98804 3.33080 -1.76017
C -2.99492 2.06032 -1.21916
H -6.22240 1.36329 -1.19497
H -6.35696 3.63500 -1.96493
H -4.31090 4.88895 -2.52950
H -2.13850 3.94094 -2.03453
H -2.10970 1.76315 -0.67148
N 3.53243 -0.57467 2.35335
C 3.03247 0.57110 2.85126
C 2.49976 0.64306 4.14597
C 2.39099 -0.57374 4.82249
C 2.93068 -1.73408 4.37171
C 3.51649 -1.69103 3.10446
H 3.05402 1.42700 2.18855
H 2.04272 1.55552 4.49978
H 1.80808 -0.45181 5.72874
H 2.86906 -2.66632 4.91487
H 4.13846 -2.52342 2.80157
N 2.68120 -0.40921 -3.97490
C 3.60727 -1.30911 -4.42833
C 3.78181 -2.58222 -3.91915
C 2.95710 -2.96713 -2.85240
C 1.98469 -2.09346 -2.41834
C 1.80667 -0.89238 -3.08411
H 4.28972 -0.90224 -5.16251
H 4.52471 -3.24266 -4.34190
H 3.13535 -3.90135 -2.33739
H 1.43021 -2.24553 -1.50100
H 1.13205 -0.09392 -2.79770
C -5.33832 0.19906 3.70632
C -4.54432 0.67497 2.49192
O -4.29936 -0.07992 1.56380
C -4.08314 2.10018 2.40334
H -6.09813 0.97811 3.79325
H -4.65204 0.19708 4.55310
H -5.79190 -0.77667 3.55911
H -2.99729 2.08011 2.32667
H -4.44004 2.64951 3.27422
H -4.55650 2.56170 1.53660
C -1.66871 -0.09860 4.32867
C -1.53385 -1.58154 4.54995
O -2.03231 -2.07420 5.53958
C -0.65461 -2.31121 3.58028
H -2.34333 0.32932 5.07017
H -2.02194 0.26004 3.36356
H -0.67045 0.31453 4.49332
H -1.33590 -2.93566 2.99437
H 0.03764 -3.04615 3.98913
H -0.13075 -1.62224 2.91982
C 4.19708 0.37760 -0.88792
C 5.10453 1.58029 -0.87396
O 4.85731 2.61582 -0.29845
C 6.37957 1.34360 -1.68969
H 3.95926 0.17016 -1.92974
H 3.26671 0.60616 -0.35586
H 4.44522 -0.47775 -0.25767
H 7.13810 2.05462 -1.36549
H 6.24127 1.44107 -2.76695
H 6.70755 0.31947 -1.51063
C 2.46978 2.89955 -3.19749
C 1.15092 3.09288 -2.44663
O 0.08364 3.20925 -3.00087
C 1.27710 3.41500 -0.96772
H 2.65477 3.95472 -3.41095
H 2.27109 2.32506 -4.10122
H 3.26622 2.39266 -2.65907
H 2.14699 2.91487 -0.54186
H 0.35201 3.17904 -0.44124
H 1.39181 4.49035 -0.81561
```

These are the Löwdin partial charges, in e, on atoms 1 to 2:
1. Be 1.051
2. C -0.106



> What is the gap between HOMO and LUMO in the second record?

5.2 eV



> Number 2 is which compound?

C34H49BeN4O5